Computed, not measured: 11 unconnected molecules or ions with the total composition C76H192BF4N10O12 at a distorted geometry, with wB97M-V/def2-TZVPD.

Positions of all 295 atoms, in Å:
C  -7.5553  3.7793  2.5973
C  -6.4207  2.9329  2.0527
N  -4.9752  3.5087  2.3655
C  -3.8926  3.0038  1.3274
C  -4.8494  5.0597  2.2521
C  -5.0808  5.6949  0.8537
C  -4.6279  3.0654  3.7978
C  -4.5546  1.5770  4.1250
O  -3.7339  0.8339  3.2469
C  -3.4075  -0.4736  3.6080
H  -8.5088  3.2695  2.4598
H  -7.6073  4.6881  1.9977
H  -7.6230  3.9713  3.6681
H  -6.5244  3.0267  0.9717
H  -6.3950  1.8691  2.2889
H  -3.9590  1.9387  1.1057
H  -2.8882  3.2185  1.6925
H  -3.9697  3.4822  0.3510
H  -3.8627  5.3310  2.6275
H  -5.4969  5.5503  2.9788
H  -6.0892  5.4124  0.5512
H  -4.2995  5.5517  0.1073
H  -5.0844  6.7849  0.8615
H  -5.4259  3.6012  4.3119
H  -3.6635  3.4985  4.0631
H  -5.5773  1.2023  4.1658
H  -4.2629  1.5084  5.1730
H  -2.7959  -0.8594  2.7924
H  -4.3136  -1.0529  3.7856
H  -2.7612  -0.6248  4.4726
C  -2.9223  -3.1850  -4.0125
C  -4.3137  -3.1427  -3.3117
N  -5.4182  -4.0243  -3.8686
C  -4.9945  -5.5221  -4.1601
C  -6.6140  -4.1211  -2.8651
C  -7.8505  -4.9359  -3.3791
C  -5.8158  -3.5018  -5.3106
C  -5.9962  -1.9017  -5.4039
O  -6.5853  -1.2745  -4.3055
C  -6.6386  0.1777  -4.5321
H  -2.4679  -4.1700  -3.9060
H  -2.2335  -2.5922  -3.4107
H  -2.9096  -2.8314  -5.0434
H  -4.6938  -2.1472  -3.0825
H  -4.2393  -3.5831  -2.3174
H  -5.9019  -6.0774  -4.3971
H  -4.6140  -5.8086  -3.1796
H  -4.2372  -5.6550  -4.9327
H  -6.9467  -3.0992  -2.6830
H  -6.2107  -4.5869  -1.9660
H  -7.6544  -6.0021  -3.2648
H  -8.2021  -4.7774  -4.3986
H  -8.6788  -4.6956  -2.7127
H  -6.7472  -3.9660  -5.6346
H  -5.0511  -3.8459  -6.0070
H  -6.4315  -1.7083  -6.3843
H  -5.0281  -1.4074  -5.4853
H  -7.3099  0.7959  -3.9360
H  -6.9329  0.5435  -5.5158
H  -5.6312  0.5422  -4.3317
C  -2.1001  -4.2873  10.4579
C  -2.8879  -3.3347  9.4777
N  -2.3393  -3.2970  8.0237
C  -2.0173  -4.7760  7.5978
C  -3.4512  -2.8471  7.0622
C  -3.8559  -1.4098  7.3795
C  -0.9298  -2.5310  7.9551
C  -0.1569  -2.4969  6.5674
O  -0.9491  -1.9265  5.5560
C  -0.2773  -2.0284  4.2896
H  -2.3917  -5.3322  10.3516
H  -2.5020  -4.1205  11.4573
H  -1.0114  -4.2433  10.4287
H  -2.7366  -2.3122  9.8235
H  -3.9400  -3.6180  9.4463
H  -1.0979  -5.0706  8.1037
H  -1.7216  -4.7511  6.5490
H  -2.9215  -5.3552  7.7849
H  -4.3219  -3.4637  7.2854
H  -3.2377  -3.1879  6.0491
H  -4.7204  -1.1802  6.7566
H  -3.0991  -0.6726  7.1115
H  -4.1619  -1.1761  8.3992
H  -0.3152  -2.8118  8.8104
H  -1.1691  -1.5064  8.2400
H  0.1792  -3.5112  6.3525
H  0.7013  -1.8250  6.5840
H  -1.1277  -2.0142  3.6078
H  0.0442  -3.0323  4.0123
H  0.4756  -1.2460  4.1951
C  3.9377  -1.3094  3.4129
C  4.3096  -1.1463  1.9247
N  5.7855  -0.6649  1.7163
C  6.1349  -0.5890  0.2200
C  6.0129  0.6846  2.3686
C  4.8989  1.7259  1.9855
C  6.7812  -1.7585  2.3465
C  6.5669  -3.2741  1.9901
O  6.8184  -3.5354  0.6047
C  8.1834  -3.3696  0.1985
H  4.6691  -1.7925  4.0608
H  2.9710  -1.8016  3.5190
H  3.7941  -0.3565  3.9222
H  3.6853  -0.3476  1.5239
H  4.2176  -2.0973  1.4001
H  7.1655  -0.2854  0.0361
H  5.3880  0.0146  -0.2957
H  5.8635  -1.5949  -0.1001
H  6.9833  1.0600  2.0439
H  6.0420  0.4856  3.4399
H  3.9089  1.5476  2.4054
H  4.6920  1.8408  0.9215
H  5.0780  2.7632  2.2684
H  6.7063  -1.6698  3.4303
H  7.7599  -1.4499  1.9791
H  5.5758  -3.6501  2.2442
H  7.1739  -3.9698  2.5696
H  8.4108  -2.3285  -0.0303
H  8.3120  -3.8715  -0.7605
H  8.9419  -3.6880  0.9137
C  4.3294  8.2482  -1.2381
C  4.7867  6.8959  -0.5847
N  4.0284  6.4783  0.6688
C  4.7642  5.2035  1.1991
C  4.0036  7.6150  1.7515
C  3.6379  7.2051  3.1713
C  2.4919  6.1056  0.3044
C  2.2272  4.9042  -0.6264
O  2.5311  5.1323  -1.9881
C  1.9381  4.1666  -2.9018
H  4.1261  9.0493  -0.5275
H  3.3778  8.2003  -1.7674
H  4.9976  8.5027  -2.0609
H  5.8549  6.9468  -0.3741
H  4.7613  6.0606  -1.2845
H  4.3040  4.7640  2.0840
H  5.8289  5.2932  1.4150
H  4.6448  4.4581  0.4128
H  3.3294  8.3961  1.4000
H  4.9977  8.0604  1.7131
H  2.6919  6.7041  3.3765
H  3.6948  8.0670  3.8360
H  4.3800  6.4771  3.4991
H  2.1664  6.9744  -0.2677
H  1.9854  5.9609  1.2587
H  1.1508  4.7436  -0.5659
H  2.7435  3.9973  -0.3116
H  1.8818  4.7187  -3.8399
H  0.9028  3.9293  -2.6567
H  2.4199  3.1963  -3.0227
C  -1.7625  10.5375  -2.9814
C  -1.8552  9.0387  -3.1596
N  -0.5467  8.3490  -3.5718
C  0.6540  8.5663  -2.5700
C  -0.7185  6.8326  -3.6915
C  -1.0749  6.0074  -2.3934
C  0.0236  8.9621  -4.9181
C  -0.8937  9.0179  -6.1605
O  -1.5610  7.7502  -6.4153
C  -2.3490  7.8429  -7.6267
H  -2.7824  10.8751  -2.7970
H  -1.3851  11.1189  -3.8226
H  -1.2664  10.7755  -2.0405
H  -2.4191  8.8344  -4.0698
H  -2.3464  8.4884  -2.3571
H  1.5009  8.2160  -3.1601
H  0.3349  8.0775  -1.6495
H  0.5195  9.6188  -2.3202
H  0.2025  6.5097  -4.1771
H  -1.5015  6.6016  -4.4138
H  -1.4084  5.0083  -2.6738
H  -1.8822  6.4347  -1.7986
H  -0.2941  5.8904  -1.6419
H  0.7861  8.2207  -5.1568
H  0.4756  9.9371  -4.7362
H  -0.2700  9.2791  -7.0154
H  -1.7276  9.7073  -6.0283
H  -2.9605  6.9509  -7.7636
H  -1.7717  7.8900  -8.5501
H  -3.1523  8.5768  -7.5617
C  3.9130  -8.3646  0.3569
C  3.9332  -7.3411  1.5227
N  2.4817  -6.8127  2.0410
C  2.0033  -7.8159  3.1068
C  2.6405  -5.3992  2.7214
C  3.4233  -5.4329  4.1211
C  1.4104  -6.7799  0.8841
C  1.6102  -5.5321  0.0231
O  2.9350  -5.2676  -0.3247
C  3.3057  -4.1682  -1.1252
H  3.2184  -8.2421  -0.4741
H  3.8139  -9.4239  0.5940
H  4.8740  -8.2945  -0.1525
H  4.4835  -6.4466  1.2310
H  4.4601  -7.8108  2.3533
H  2.7959  -7.9003  3.8504
H  1.7557  -8.7517  2.6057
H  1.0504  -7.5495  3.5641
H  1.6457  -4.9667  2.8285
H  3.0957  -4.6969  2.0232
H  3.0475  -6.0430  4.9425
H  3.3903  -4.4560  4.6036
H  4.4952  -5.6296  4.1011
H  0.5209  -6.7476  1.5133
H  1.3517  -7.7023  0.3063
H  1.1531  -4.6463  0.4643
H  1.0549  -5.7039  -0.8989
H  2.9161  -4.2969  -2.1350
H  4.3912  -4.0720  -1.0994
H  2.8989  -3.2208  -0.7714
C  -1.2103  2.3668  -1.4928
C  -0.8936  0.8389  -1.6501
N  -0.1484  0.2545  -0.4086
C  -1.0519  0.4333  0.7997
C  0.0581  -1.2819  -0.6353
C  -1.2028  -2.1289  -0.4548
C  1.1667  1.0384  -0.2034
C  2.2210  0.9749  -1.3679
O  2.9095  -0.2674  -1.3241
C  3.6216  -0.4845  -2.5935
H  -1.6205  2.8176  -2.3964
H  -0.3296  2.9664  -1.2628
H  -1.9286  2.5539  -0.6946
H  -0.2878  0.7153  -2.5478
H  -1.8131  0.3317  -1.9424
H  -2.0424  0.1373  0.4542
H  -1.0179  1.4534  1.1822
H  -0.8515  -0.3206  1.5609
H  0.8437  -1.3976  0.1114
H  0.5121  -1.3689  -1.6224
H  -1.4783  -2.2124  0.5965
H  -1.0385  -3.1367  -0.8361
H  -2.1125  -1.8866  -1.0042
H  1.6935  0.5974  0.6428
H  0.9752  2.0560  0.1373
H  2.8543  1.8113  -1.0719
H  1.8046  1.2737  -2.3298
H  2.8787  -0.6975  -3.3622
H  4.1872  -1.4161  -2.6119
H  4.2543  0.3632  -2.8566
C  1.6899  1.3622  -5.7388
O  1.8914  -0.0645  -5.6482
C  2.0456  -0.7492  -6.8982
C  3.5316  -0.7516  -7.3325
N  4.3835  -1.4017  -6.2411
H  4.1823  -0.8166  -5.4428
H  4.0243  -2.3374  -6.1165
C  5.9144  -1.3478  -6.4711
C  6.6603  -1.9957  -5.3337
O  6.2860  -1.5340  -4.0252
C  6.9704  -2.3781  -3.0122
H  1.0494  1.6144  -6.5839
H  2.6724  1.8207  -5.8508
H  1.3172  1.7407  -4.7870
H  1.4539  -0.2852  -7.6874
H  1.6669  -1.7654  -6.7881
H  3.9039  0.2679  -7.4334
H  3.7363  -1.3987  -8.1854
H  6.3160  -0.3453  -6.6192
H  5.9656  -1.8636  -7.4299
H  7.7330  -1.9780  -5.5264
H  6.4805  -3.0588  -5.4937
H  6.4707  -2.0208  -2.1118
H  8.0505  -2.2482  -2.9454
H  6.6844  -3.4234  -3.1291
C  -1.4224  -6.1919  -2.1432
O  -2.2743  -5.7163  -1.1837
C  -2.5596  -6.6150  -0.1483
C  -3.5951  -5.9749  0.6960
N  -2.9962  -4.7273  1.3246
H  -2.2469  -5.1063  1.8859
H  -2.5317  -4.1578  0.6318
C  -3.9235  -3.9106  2.2340
C  -4.9291  -3.1189  1.4634
O  -4.1838  -2.3105  0.5588
C  -4.8180  -1.1104  0.1956
H  -0.6694  -6.8090  -1.6529
H  -0.9495  -5.3689  -2.6790
H  -2.0099  -6.7663  -2.8595
H  -1.6406  -6.6434  0.4371
H  -2.8351  -7.5893  -0.5518
H  -3.7163  -6.5938  1.5850
H  -4.5813  -5.9614  0.2320
H  -3.2904  -3.2881  2.8664
H  -4.3817  -4.5283  3.0064
H  -5.5582  -2.5111  2.1138
H  -5.6189  -3.7911  0.9532
H  -4.0374  -0.4740  -0.2213
H  -5.2427  -0.4304  0.9341
H  -5.4736  -1.4106  -0.6219
B  1.3357  2.5524  2.8835
F  0.0488  2.9154  2.6501
F  1.6453  3.0201  4.1793
F  1.3830  1.1839  2.7970
F  2.1733  3.0994  1.9334

Calculated values
Kohn-Sham gap = 6.832 eV
charge = +9
max |F| = 0.065 Eh/bohr
HOMO = -22.8127 eV
molar mass = 1525.2 g mol⁻¹
LUMO energy = -15.981 eV